Entry 1:
The following is a quantum chemistry calculation of C30H85N8NaO12 as an isolated structure in a non-equilibrium geometry, from OMol25.

Cartesian coordinates (Å):
Na1 -0.12286 0.69937 0.61450
N1 1.00258 -1.19659 2.83343
O1 1.30387 -1.89346 3.80021
O2 1.10309 -1.66946 1.68121
O3 0.37041 -0.11047 3.01657
C1 -3.61953 1.00028 -3.43238
C2 -4.76893 0.33128 -2.68176
C3 -5.65411 -0.48757 -3.64151
O4 -5.99900 0.33062 -4.75396
C4 -6.75615 -0.46808 -5.66238
N2 -4.29837 -0.46399 -1.55883
H1 -2.92731 0.21272 -3.73017
H2 -2.98642 1.62843 -2.80571
H3 -3.89091 1.42201 -4.40015
H4 -5.37056 1.20007 -2.41467
H5 -6.60223 -0.81242 -3.21298
H6 -5.14666 -1.35788 -4.05764
H7 -7.75595 -0.55641 -5.23730
H8 -6.34090 -1.46632 -5.80086
H9 -6.90496 0.01213 -6.62951
H10 -3.77484 -1.22868 -1.96042
H11 -5.17334 -0.76057 -1.15071
C5 -2.74235 -2.92159 0.66754
C6 -1.84144 -2.95319 -0.52383
C7 -0.87989 -4.22687 -0.59830
O5 -0.36514 -4.42593 -1.97566
C8 1.04803 -4.64730 -2.01835
N3 -2.68758 -2.95595 -1.72289
H12 -3.70651 -2.41405 0.63756
H13 -2.16911 -2.44606 1.46339
H14 -3.02212 -3.90381 1.04843
H15 -1.23093 -2.05022 -0.51784
H16 -1.33492 -5.18030 -0.32992
H17 -0.07285 -4.22258 0.13435
H18 1.65560 -3.77529 -1.77636
H19 1.20366 -4.99950 -3.03808
H20 1.40319 -5.52814 -1.48347
H21 -2.21162 -3.47797 -2.44473
H22 -3.49845 -3.51253 -1.49306
C9 5.03298 -0.94730 0.30864
C10 4.63361 -2.33432 -0.03346
C11 5.08907 -3.33212 1.05365
O6 6.48581 -3.40932 1.21691
C12 6.91810 -4.33049 2.29450
N4 3.23242 -2.34010 -0.22312
H23 6.12053 -0.88543 0.26992
H24 4.70358 -0.55493 1.27074
H25 4.58197 -0.22123 -0.36776
H26 5.29091 -2.72016 -0.81269
H27 4.69864 -4.32709 0.83988
H28 4.68536 -3.15247 2.05007
H29 7.39004 -5.25730 1.96831
H30 6.32480 -4.58724 3.17209
H31 7.74127 -3.74946 2.71032
H32 2.92268 -1.90498 -1.08033
H33 2.56097 -2.04974 0.47326
C13 -0.00847 -1.25418 -3.65635
C14 0.77767 -0.74717 -2.39526
C15 2.11312 -0.02543 -2.69318
O7 3.08302 -1.06983 -2.87572
C16 4.33118 -0.67924 -3.42849
N5 -0.10843 0.26152 -1.79440
H34 -1.01698 -1.53107 -3.34922
H35 0.41465 -2.13048 -4.14742
H36 0.02475 -0.48917 -4.43209
H37 0.91746 -1.57111 -1.69549
H38 2.56367 0.73589 -2.05639
H39 2.06868 0.51500 -3.63872
H40 4.25854 -0.43827 -4.48904
H41 5.01006 -1.53181 -3.44763
H42 4.76788 0.08423 -2.78467
H43 -1.06958 0.10690 -2.06345
H44 0.01154 1.10918 -2.33029
C17 -0.26354 4.55086 1.92789
C18 -0.16351 4.22784 0.46610
C19 0.42489 5.41681 -0.40238
O8 0.46770 4.93696 -1.72691
C20 1.38068 5.62248 -2.52330
N6 0.78002 3.16669 0.34840
H45 -0.92642 5.41195 2.01282
H46 0.71974 4.90765 2.23440
H47 -0.67307 3.72652 2.51172
H48 -1.12570 3.98481 0.01530
H49 1.39472 5.74818 -0.03125
H50 -0.32199 6.20713 -0.32715
H51 1.35490 6.69241 -2.31667
H52 1.37511 5.37651 -3.58517
H53 2.42678 5.48424 -2.25006
H54 1.66871 3.44695 0.73801
H55 1.00475 3.27923 -0.62983
C21 -3.61106 2.56009 0.53089
C22 -3.46518 1.17687 1.32473
C23 -4.73561 0.46730 1.83186
O9 -4.37312 -0.68962 2.63777
C24 -5.45632 -1.14850 3.45670
N7 -2.69290 0.24998 0.59596
H56 -3.60523 3.37842 1.25089
H57 -4.48288 2.54812 -0.12325
H58 -2.79474 2.68892 -0.17983
H59 -2.89544 1.39775 2.22734
H60 -5.37774 0.28880 0.96936
H61 -5.18889 1.27452 2.40722
H62 -5.30349 -2.12524 3.91574
H63 -6.36677 -1.30090 2.87708
H64 -5.57755 -0.38842 4.22850
H65 -2.59220 -0.57506 1.16977
H66 -3.33515 -0.05311 -0.12220
C25 2.92834 3.16996 3.90352
C26 3.75927 1.99874 3.24772
C27 4.04578 0.88658 4.29876
O10 4.88679 1.44548 5.35606
C28 4.94608 0.50032 6.42387
N8 2.96773 1.57683 2.10855
H67 1.89825 2.83914 4.03609
H68 2.92586 4.11633 3.36272
H69 3.38714 3.26291 4.88788
H70 4.73399 2.43647 3.03224
H71 4.67366 0.13700 3.81709
H72 3.11194 0.39959 4.57962
H73 4.81623 1.00056 7.38356
H74 5.86775 -0.07787 6.35813
H75 4.03657 -0.09819 6.47556
H76 2.32651 0.92587 2.53888
H77 3.34813 0.89457 1.46830
C29 -2.39068 -1.93037 4.48566
O11 -1.42358 -1.77971 5.52808
H78 -1.99584 -1.23094 3.74878
H79 -2.32144 -2.94781 4.10079
H80 -3.38280 -1.71516 4.88250
H81 -0.51471 -1.85550 5.22838
C30 -0.35473 2.92078 -4.58901
O12 -0.25966 2.76303 -3.14699
H82 -0.50351 1.94369 -5.04863
H83 -1.17069 3.60090 -4.83344
H84 0.56597 3.29189 -5.03922
H85 -0.36403 3.62268 -2.73261

Forces on the atoms, in the same order (eV/Å):
0.080 -0.087 0.231
-2.263 -1.021 0.595
0.685 0.313 0.308
0.299 0.805 -0.619
0.777 0.197 -0.603
0.967 -1.417 -0.379
-0.165 1.090 -1.437
0.213 0.902 -0.638
0.087 -0.465 -0.791
-0.663 0.635 0.401
-1.310 1.281 -0.923
0.273 -0.426 -0.086
-0.447 0.437 0.032
-0.304 0.488 0.449
-0.415 -0.213 0.851
0.011 -0.216 0.660
0.391 -0.336 0.367
-0.268 -0.388 0.015
0.207 -0.014 -0.036
0.490 0.239 0.112
0.169 -0.793 0.364
0.166 -0.877 0.492
0.323 -0.427 1.867
0.415 -1.414 -1.266
0.202 0.080 -0.478
-0.036 0.633 2.041
-0.350 -0.639 -1.114
-0.008 -0.071 -0.313
0.251 0.444 -0.722
-0.198 -0.142 0.404
0.274 -0.373 -0.150
0.196 -0.003 -0.171
-0.988 0.128 -0.153
0.400 0.804 -0.181
-0.110 -0.033 0.075
0.258 0.589 -0.326
-0.335 0.108 0.862
0.198 0.037 -0.353
-0.297 -0.141 -0.071
1.457 1.414 0.080
0.764 -0.178 2.153
-1.053 -0.843 1.137
0.436 -1.196 0.894
1.528 1.593 -0.538
-1.826 -1.590 -1.559
0.164 0.507 0.099
0.006 -0.700 0.434
0.235 -0.098 -0.554
-0.782 0.311 -1.141
-0.172 -0.192 -0.596
-0.512 0.704 0.113
-0.429 -0.045 -0.749
-1.131 0.479 -0.538
0.191 -0.141 0.212
0.631 -0.132 -0.171
0.782 -0.131 0.897
1.533 -0.402 0.167
-1.024 0.851 -0.672
1.055 -1.352 -1.487
-0.015 -0.310 -0.300
-0.294 -0.474 0.292
0.106 0.443 0.467
-0.033 0.218 -0.093
0.240 -0.200 0.261
-0.433 0.299 0.133
0.200 0.009 -0.005
-0.664 -0.134 1.118
-0.569 0.084 -0.455
-0.267 0.752 -0.010
-0.197 -0.223 0.505
0.211 0.372 -0.387
-0.421 -0.741 0.369
0.481 0.618 0.143
-0.742 1.407 -0.464
1.137 1.551 -0.077
-2.172 -0.614 1.324
0.125 -0.196 -0.257
1.656 1.166 0.033
0.212 -1.354 -1.465
-0.215 0.062 0.419
0.011 -0.401 0.523
0.374 0.027 0.040
0.007 -0.249 0.041
0.155 -0.092 -0.042
0.238 0.607 -0.182
-0.831 0.375 -0.612
-0.822 -0.008 0.145
0.275 -0.944 0.460
0.144 -0.214 0.987
0.261 -1.201 -0.764
-0.365 -1.696 0.587
0.256 1.095 0.947
0.522 1.384 0.536
-0.701 0.538 -1.140
-0.019 0.600 -0.349
1.488 -0.697 -0.618
-0.315 0.110 -0.258
-0.383 0.216 0.298
0.316 -0.247 0.338
-0.002 0.297 0.284
-0.247 -0.719 0.062
-0.721 -0.393 0.646
0.805 0.144 -0.118
-0.199 0.433 -0.159
-0.502 -0.165 0.213
0.178 -0.076 0.326
0.422 -0.207 -1.018
0.779 -1.458 0.473
-0.190 1.442 1.257
1.285 1.160 -1.073
-1.756 -0.911 -0.218
-0.606 0.579 0.338
-0.258 -0.998 -0.224
-0.086 -0.022 -0.010
0.269 -0.170 -0.135
-0.226 0.599 0.121
0.036 -0.159 -0.660
-0.131 -0.361 -0.269
-0.090 0.176 0.745
0.871 0.488 0.051
-0.161 -0.194 0.201
0.198 -0.639 -0.615
-1.265 0.325 0.217
1.268 0.263 -0.258
2.291 0.184 0.224
-0.760 -0.223 1.465
-1.083 0.046 -0.634
-0.418 -0.147 -0.228
0.356 0.155 -0.114
0.014 0.006 -0.622
0.074 -0.083 0.773
-0.084 -0.252 -1.579
-0.337 -0.024 0.260
-0.067 -0.151 -0.151
0.198 0.267 0.239
0.158 0.279 0.203

Values from the calculation:
Orbital gap = 8.05 eV
HOMO energy = -7.962 eV

Entry 2:
The following is a quantum chemistry calculation of C8H15NO2P2 as an isolated structure in a non-equilibrium geometry, from OMol25.

Cartesian coordinates (Å):
C1 0.72845 -0.37366 3.69340
C2 0.63858 0.69599 -3.24826
C3 0.04909 -1.37369 2.65181
C4 1.15402 0.13436 -1.89060
C5 1.17307 0.72756 2.81346
C6 -0.69834 1.36676 -2.91932
C7 -0.42049 -0.44117 1.62657
C8 0.02720 0.38328 -0.97616
N1 -2.72575 -1.96697 -1.87625
O1 0.50279 0.58129 1.47872
O2 -1.15438 0.63336 -1.77408
P1 -2.52772 -0.85583 -0.82408
P2 -0.51842 -1.24249 0.00934
H1 0.07685 0.18134 4.46800
H2 1.63138 -0.67606 4.31777
H3 1.21928 1.31490 -4.00703
H4 0.53799 -0.21237 -3.83858
H5 0.97114 -1.95316 2.31057
H6 -0.65226 -2.07805 3.07937
H7 1.50828 -0.95686 -2.14690
H8 2.16796 0.66618 -1.59509
H9 0.80262 1.75911 3.04027
H10 2.25352 0.75499 2.64094
H11 -0.69692 2.39406 -2.54350
H12 -1.42111 1.47674 -3.79330
H13 -1.33355 0.04026 2.08156
H14 0.21607 1.22247 -0.37572
H15 -3.50935 -2.20234 -2.40291

Forces on the atoms, in the same order (eV/Å):
-0.621 0.647 2.387
0.146 0.476 -1.599
3.678 -0.701 2.338
4.479 -0.110 -2.219
-0.236 2.512 -2.518
-0.758 0.419 -0.727
-2.600 0.977 0.621
-1.551 -2.601 0.157
2.356 -0.438 1.042
2.220 -0.075 1.893
0.180 0.043 -0.750
-1.823 0.227 0.221
1.007 0.666 -1.903
0.228 -1.598 -1.097
-1.274 -0.461 -0.987
-0.002 -0.274 1.723
-0.997 0.056 -0.246
-1.342 0.368 -0.035
-0.291 0.086 -0.028
-1.076 1.873 1.120
-2.165 -0.891 -0.134
0.681 -0.841 0.696
-0.191 0.028 -0.134
1.003 0.227 -0.219
0.551 -1.075 1.220
0.003 -0.560 -0.831
0.016 0.854 0.794
-1.622 0.167 -0.786

Values from the calculation:
Relative energy (zero: lowest compared OMol25 entry of this formula, charge and spin) = 2.503 eV
Orbital gap = 8.11 eV
HOMO energy = -7.411 eV

Entry 3:
The following is a quantum chemistry calculation of C3H9NO2 as an isolated structure in a non-equilibrium geometry, from OMol25.

Cartesian coordinates (Å):
C1 -0.38185 -0.39726 -0.30138
C2 -0.18834 1.01960 -0.19197
C3 -0.55885 -1.26480 0.91062
N1 1.53164 0.77144 0.13426
O1 2.25243 0.40366 -1.04595
O2 -1.99060 0.17217 -0.87366
H1 2.60403 1.24134 -1.37201
H2 -2.57573 0.26655 -0.11012
H3 1.76599 0.04417 0.80832
H4 0.01564 -0.86976 -1.19319
H5 -0.53074 1.51422 0.70958
H6 -0.11596 1.59081 -1.10809
H7 -1.31757 -2.01815 0.69964
H8 -0.87875 -0.68870 1.77957
H9 0.36867 -1.78529 1.15437

Forces on the atoms, in the same order (eV/Å):
-4.734 1.132 -1.000
6.027 -1.060 1.048
-0.056 0.088 -0.165
-0.672 1.936 0.041
-0.617 -0.011 -0.002
0.754 -1.776 0.128
0.004 -0.119 0.188
0.166 -0.284 0.063
-0.468 0.020 -0.274
-0.044 0.101 0.075
-0.167 0.014 -0.202
-0.288 -0.043 0.169
0.065 -0.038 -0.025
0.031 0.042 -0.028
-0.001 -0.001 -0.016

Values from the calculation:
Relative energy (zero: lowest compared OMol25 entry of this formula, charge and spin) = 5.663 eV
Orbital gap = 9.13 eV
HOMO energy = -8.191 eV

Entry 4:
The following is a quantum chemistry calculation of an isolated ion of composition C4H9N2S and charge +1 in a non-equilibrium geometry, from OMol25.

Cartesian coordinates (Å):
C1 -2.71916 0.38115 -0.26287
S1 -1.41899 0.03832 0.99109
C2 0.00865 -0.48530 -0.13701
C3 0.89603 0.74780 -0.59069
N1 2.01241 0.56730 0.16709
C4 1.94900 -0.47694 0.96721
N2 0.96937 -1.22434 0.58691
H1 -3.54668 -0.08126 0.36201
H2 -2.48000 -0.16290 -1.13939
H3 -2.96598 1.32664 -0.57737
H4 -0.42167 -1.15306 -0.96092
H5 1.09707 0.70194 -1.62676
H6 0.28208 1.68554 -0.43096
H7 2.66209 1.25080 0.24623
H8 2.81536 -0.96736 1.45267
H9 0.86041 -2.14833 0.95275

Forces on the atoms, in the same order (eV/Å):
-0.451 -2.930 2.737
1.153 0.091 -1.037
-2.243 0.396 -1.585
-4.971 0.192 -1.248
0.804 -0.951 2.795
2.682 -1.180 -1.853
-0.704 -1.212 1.649
0.388 0.613 -1.608
-0.107 -1.042 -0.706
-0.072 2.629 -0.006
0.582 1.272 0.951
0.465 -0.078 -1.293
1.015 -0.874 0.185
2.563 2.354 0.466
-0.624 1.084 0.364
-0.479 -0.363 0.189

Values from the calculation:
Relative energy (zero: lowest compared OMol25 entry of this formula, charge and spin) = 1.817 eV
SMILES string = CS[C@H]1CNC=[NH+]1
Charge = +1
Orbital gap = 8.63 eV
HOMO energy = -12.811 eV

Entry 5:
The following is a quantum chemistry calculation of C7H8N2O4SV as an isolated structure in a non-equilibrium geometry, from OMol25.

Cartesian coordinates (Å):
V1 -0.03989 0.01339 0.06368
O1 3.01623 -0.29134 0.90075
C1 1.90128 -0.18152 0.58461
C2 -1.64783 -0.02327 -1.11679
O2 -2.62710 -0.02448 -1.74997
C3 -0.18268 -1.91381 0.20012
O3 -0.28299 -3.04593 0.30139
C4 0.47487 1.65755 -0.84033
O4 0.76328 2.67136 -1.35031
C5 2.52652 -1.60117 -3.91213
H1 3.19080 -0.70810 -3.85217
H2 2.86198 -2.49285 -3.33338
C6 1.31248 -1.54603 -4.49040
H3 0.58587 -2.38837 -4.41298
H4 0.91369 -0.60314 -4.93234
N1 -2.81851 1.44998 3.20079
C7 -1.49966 1.22821 3.27751
N2 -0.59207 1.34478 4.26204
S1 -0.84434 0.70419 1.85638
H5 -3.41573 1.77666 3.94005
H6 -3.18137 1.24578 2.25998
H7 0.34888 1.07760 3.93941
H8 -0.76373 1.65051 5.20408

Forces on the atoms, in the same order (eV/Å):
0.041 0.296 0.228
-5.444 0.594 -1.375
7.484 -0.991 1.329
-6.144 -0.287 -4.857
4.760 0.047 3.186
-0.621 -5.695 0.676
0.304 2.786 -0.348
2.006 7.483 -3.582
-1.381 -5.114 2.437
-0.408 0.280 0.712
-0.501 -0.862 -0.371
-0.221 0.653 -0.812
-0.299 0.288 0.808
0.827 0.611 -0.330
0.546 -0.923 0.117
1.384 -0.369 -0.369
-0.896 0.791 2.211
-0.688 -0.307 -1.482
0.490 -0.258 -0.761
-0.120 0.090 0.243
-0.402 0.390 1.086
-0.603 0.408 1.021
-0.112 0.087 0.231

Values from the calculation:
Relative energy (zero: lowest compared OMol25 entry of this formula, charge and spin) = 0.693 eV
Spin multiplicity = 4
Charge = +2
Orbital gap (spin up / spin down) = 5.05 / 4.41 eV
Expectation value of S² = 3.789
HOMO energy (spin up / spin down) = -14.971 / -14.941 eV

Entry 6:
The following is a quantum chemistry calculation of a 3-piece molecular cluster, C4H10NO3 overall in a non-equilibrium geometry, from OMol25.

Cartesian coordinates (Å):
C1 1.22616 0.72928 -2.86223
C2 1.74579 1.62043 -1.72989
N1 1.31518 1.35972 -0.26011
C3 0.05412 1.60342 -0.88022
C4 -1.77047 -1.34635 1.08626
O1 -1.31655 -2.04424 2.06506
O2 -2.74136 -1.54822 0.32554
H1 2.06463 0.73901 -3.63998
H2 0.99545 -0.33084 -2.68987
H3 0.33923 1.23049 -3.36656
H4 1.85481 2.69253 -2.06388
H5 2.88934 1.39280 -1.88689
H6 -0.38896 2.65563 -0.76229
H7 -0.58628 0.62545 -0.88790
H8 -1.18807 -0.43155 0.86418
H9 1.16182 -0.08602 1.50871
H10 0.17923 -1.05205 2.45120
O3 1.05027 -0.48181 2.43573

Forces on the atoms, in the same order (eV/Å):
0.014 0.877 -2.970
3.305 0.467 -0.659
-3.634 0.862 -3.712
2.315 -2.202 5.967
-0.102 -1.423 0.694
-0.567 1.194 -1.303
0.477 0.005 0.529
-1.227 -0.142 0.662
0.080 0.508 0.585
0.767 -0.904 0.442
-0.979 -0.572 0.235
-1.662 0.095 1.734
0.668 -1.195 -1.608
0.281 2.118 -0.570
0.302 0.465 0.040
-0.494 -1.005 1.871
1.586 0.991 -0.529
-1.130 -0.140 -1.407

Values from the calculation:
Relative energy (zero: lowest compared OMol25 entry of this formula, charge and spin) = 6.653 eV
Charge = -1
Orbital gap = 6.44 eV
HOMO energy = -4.556 eV